Record 1
The following is a quantum chemistry calculation of a 2-piece molecular cluster, C27H26O5 overall in a non-equilibrium geometry, from the OMol25 dataset.

```
58
C27H26O5 | the OMol25 dataset | ωB97M-V/def2-TZVPD
C -2.565 5.489 2.361
O -2.182 4.297 3.080
C -2.158 3.113 2.416
C -1.616 2.006 3.122
C -1.372 0.834 2.461
C -1.703 0.659 1.080
C -1.321 -0.559 0.465
C -1.609 -0.956 -0.876
C -1.752 -2.341 -1.180
C -2.019 -2.767 -2.464
C -2.116 -1.848 -3.519
C -2.323 -2.335 -4.919
C -1.954 -0.484 -3.246
C -1.672 -0.043 -1.962
C -2.427 1.720 0.456
C -2.598 2.942 1.079
H -2.516 6.273 3.116
H -1.860 5.699 1.545
H -3.587 5.403 1.966
H -1.354 2.145 4.168
H -0.925 -0.004 2.996
H -1.052 -1.367 1.148
H -1.638 -3.058 -0.365
H -2.137 -3.832 -2.680
H -2.598 -1.506 -5.579
H -1.410 -2.798 -5.321
H -3.115 -3.094 -4.954
H -2.015 0.231 -4.069
H -1.452 1.011 -1.786
H -2.865 1.574 -0.529
H -3.056 3.779 0.543
C 4.314 -0.722 2.164
C 2.993 -0.403 2.836
C 3.173 -0.170 4.335
O 2.389 0.792 2.289
C 1.776 0.694 1.058
O 1.301 1.713 0.583
C 1.650 -0.630 0.485
C 1.711 -0.875 -0.914
C 1.727 -2.207 -1.434
C 1.539 -2.439 -2.791
C 1.419 -1.370 -3.683
C 1.522 -0.058 -3.214
C 1.698 0.198 -1.858
C 1.505 -1.698 1.452
O 0.850 -2.715 1.286
O 2.050 -1.493 2.703
H 4.194 -0.884 1.088
H 5.008 0.111 2.334
H 4.741 -1.619 2.628
H 2.209 0.053 4.798
H 3.592 -1.065 4.801
H 3.854 0.668 4.504
H 1.833 -3.034 -0.731
H 1.469 -3.468 -3.148
H 1.242 -1.561 -4.745
H 1.437 0.783 -3.906
H 1.770 1.216 -1.476
```

Summary:
HOMO (eV): -6.54
Total charge: 0
HOMO-LUMO gap (eV): 4.683
LUMO (eV): -1.9


Record 2
The following is a quantum chemistry calculation of C27H27BrN4O4Ti as an isolated structure in a non-equilibrium geometry, from the OMol25 dataset.

```
64
C27H27BrN4O4Ti | the OMol25 dataset | ωB97M-V/def2-TZVPD
Ti 0.021 0.866 -0.913
O 2.926 -1.606 1.584
C 3.069 -2.579 0.684
C 3.914 -3.639 1.060
C 4.158 -4.698 0.211
C 3.567 -4.741 -1.049
C 2.726 -3.712 -1.416
C 2.456 -2.625 -0.576
C 1.499 -1.595 -1.051
O 1.225 -0.623 -0.266
N 0.979 -1.698 -2.254
N 0.152 -0.590 -2.439
C -0.519 -0.668 -3.538
C -1.442 0.315 -4.007
C -2.157 0.080 -5.192
C -3.075 0.976 -5.686
C -3.307 2.168 -4.993
C -2.618 2.441 -3.830
C -1.668 1.531 -3.313
O -1.019 1.818 -2.236
H 2.491 -0.801 1.191
H 4.365 -3.572 2.039
H 4.817 -5.499 0.530
H 3.753 -5.562 -1.729
H 2.239 -3.716 -2.382
H -0.358 -1.566 -4.137
H -1.974 -0.849 -5.724
H -3.610 0.757 -6.605
H -4.031 2.884 -5.367
H -2.772 3.356 -3.274
N 2.716 1.201 1.366
C 1.953 1.631 2.454
C 2.453 1.469 3.746
C 1.718 1.897 4.842
C 0.498 2.511 4.653
C -0.038 2.687 3.359
C -1.251 3.382 3.150
C -1.646 3.607 1.828
C -0.936 3.048 0.795
N 0.160 2.255 0.939
C 0.672 2.180 2.231
H 2.504 1.639 0.474
H 3.709 1.235 1.553
H 3.416 0.989 3.872
H 2.114 1.753 5.843
H -0.078 2.884 5.495
H -1.791 3.771 4.005
H -2.520 4.201 1.581
H -1.299 3.167 -0.226
Br 2.262 2.076 -1.921
C -1.787 -2.179 0.233
C -2.016 -0.770 0.798
C -1.317 -0.609 2.150
C -3.519 -0.497 0.938
O -1.525 0.174 -0.105
H -2.235 -2.948 0.872
H -0.721 -2.383 0.157
H -2.222 -2.249 -0.765
H -1.681 -1.339 2.882
H -1.483 0.391 2.543
H -0.243 -0.757 2.032
H -3.992 -1.200 1.631
H -4.005 -0.584 -0.034
H -3.673 0.516 1.307
```

Summary:
HOMO (spin up / spin down) (eV): 0.77 / -1.66
Expectation value of S²: 2.03
Total charge: -2
HOMO-LUMO gap (spin up / spin down) (eV): 3.985 / 6.403
LUMO (spin up / spin down) (eV): 4.8 / 4.7
Spin multiplicity: 3


Record 3
The following is a quantum chemistry calculation of C27H27BrN7RhSb as an isolated structure in a non-equilibrium geometry, from the OMol25 dataset.

```
64
C27H27BrN7RhSb | the OMol25 dataset | ωB97M-V/def2-TZVPD
Rh -0.189 -0.150 0.108
C 0.054 -3.169 -1.031
C -1.324 -2.908 -0.524
C -2.341 -3.821 -0.763
C -3.607 -3.609 -0.261
C -3.832 -2.488 0.527
C -2.789 -1.606 0.742
N -1.569 -1.796 0.210
Sb -3.212 -0.036 2.089
C -1.363 -0.139 3.105
C -1.519 -0.160 4.478
C -0.388 -0.175 5.280
C 0.838 -0.169 4.667
C 0.957 -0.153 3.278
C 2.336 -0.140 2.720
N -0.152 -0.136 2.485
C -2.576 1.570 0.855
C -3.466 2.621 0.758
C -3.128 3.723 -0.016
C -1.906 3.736 -0.646
C -1.035 2.661 -0.532
C 0.286 2.731 -1.229
N -1.383 1.587 0.223
H 0.177 -4.220 -1.282
H 0.266 -2.590 -1.927
H 0.769 -2.917 -0.253
H -2.115 -4.709 -1.339
H -4.408 -4.311 -0.458
H -4.803 -2.299 0.966
H -2.508 -0.163 4.917
H -0.473 -0.188 6.359
H 1.743 -0.175 5.258
H 3.062 -0.147 3.527
H 2.512 -1.019 2.104
H 2.497 0.755 2.130
H -4.415 2.576 1.276
H -3.820 4.548 -0.125
H -1.605 4.584 -1.248
H 0.176 3.200 -2.206
H 0.962 3.359 -0.647
H 0.723 1.752 -1.366
N 4.960 2.271 -0.052
C 4.251 1.137 -0.098
C 2.836 1.123 -0.086
N 2.157 -0.018 -0.158
C 2.851 -1.165 -0.241
C 4.239 -1.140 -0.208
N 4.924 -0.016 -0.139
H 4.536 3.181 -0.035
H 5.965 2.215 -0.110
H 2.291 2.045 0.017
H 2.326 -2.099 -0.301
H 4.805 -2.064 -0.234
Br -3.100 0.115 -2.006
C -1.423 -0.015 -2.831
C -1.413 0.093 -4.213
C -0.218 -0.058 -4.890
C 0.932 -0.322 -4.162
C 0.854 -0.373 -2.792
N -0.305 -0.220 -2.105
H -2.336 0.294 -4.737
H -0.187 0.024 -5.969
H 1.882 -0.481 -4.654
H 1.739 -0.535 -2.207
```

Summary:
HOMO (eV): -16.70
Total charge: +3
HOMO-LUMO gap (eV): 5.197
LUMO (eV): -11.5